--- i ---
Below is a cluster of 8 separate species, C32H88N8O8 in total, with properties calculated with the ωB97M-V functional and the def2-TZVPD basis.

Geometry as ORCA input:
```
! wB97M-V def2-TZVPD RIJCOSX def2/J DEFGRID3
* xyz 0 1
C -2.74025 7.76329 -5.70954
O -2.92933 6.53050 -4.94431
C -3.39236 5.48597 -5.78539
C -3.69994 4.13972 -5.11921
C -2.53966 3.45002 -4.38835
N -4.15685 3.24726 -6.15035
H -3.76698 8.12757 -5.67449
H -2.35419 7.70314 -6.72711
H -2.09058 8.42690 -5.13888
H -4.38650 5.69869 -6.17850
H -2.71621 5.19104 -6.58784
H -4.49401 4.21442 -4.37627
H -2.93773 2.58969 -3.85033
H -2.11262 4.08927 -3.61564
H -1.69714 3.15588 -5.01425
H -5.05754 3.51456 -6.52103
H -4.12913 2.34973 -5.68799
C 6.60365 5.02012 5.20276
O 5.18111 5.15280 5.10297
C 4.54397 4.08956 5.71396
C 2.99088 4.24186 5.50510
C 2.34728 2.98695 5.96979
N 2.73432 4.32804 4.04690
H 6.94631 4.85202 6.22375
H 7.11459 5.85648 4.72575
H 6.96221 4.23731 4.53437
H 4.99717 3.14499 5.41315
H 4.66534 4.11712 6.79683
H 2.58390 5.08646 6.06109
H 2.84984 2.15622 5.47440
H 1.25931 2.92859 5.93783
H 2.57448 2.84246 7.02601
H 3.48497 4.89091 3.67299
H 1.87737 4.76823 3.74360
C -3.10279 2.20010 1.31094
O -2.25488 1.27698 0.51498
C -1.34323 0.65698 1.43390
C -0.43473 -0.40290 0.68513
C 0.63133 0.32028 -0.17419
N -1.33291 -1.17051 -0.18523
H -4.00413 2.54547 0.80457
H -2.40372 3.03548 1.35022
H -3.24337 1.97839 2.36885
H -0.71002 1.47916 1.76733
H -1.81563 0.20544 2.30628
H 0.10051 -1.09772 1.33232
H 0.14876 0.87047 -0.98198
H 1.28225 -0.33622 -0.75160
H 1.32342 0.97622 0.35389
H -1.68330 -0.37988 -0.70698
H -2.12486 -1.46295 0.36920
C -0.98331 -6.09200 4.68191
O -0.05467 -6.46646 5.71145
C -0.11868 -7.78247 6.20979
C 1.17559 -8.19819 6.80693
C 1.16226 -9.66601 7.27962
N 1.41623 -7.53016 8.01713
H -2.02139 -6.34544 4.89698
H -0.58808 -6.71132 3.87671
H -0.97474 -5.02176 4.47551
H -0.85866 -7.99790 6.98059
H -0.28456 -8.39878 5.32619
H 2.01496 -7.96701 6.15110
H 1.08836 -10.33455 6.42190
H 0.27790 -9.91191 7.86746
H 1.97314 -10.13189 7.83955
H 1.20168 -6.56884 7.79367
H 0.73868 -7.74734 8.73397
C 3.61404 5.76621 -1.62103
O 4.51990 6.68493 -2.19355
C 5.55826 7.10787 -1.39225
C 5.22563 8.39730 -0.45756
C 4.72703 9.62748 -1.24778
N 6.38308 8.81418 0.24192
H 4.11536 4.86563 -1.26643
H 2.87523 5.45290 -2.35866
H 2.98785 6.16121 -0.82106
H 5.91153 6.29467 -0.75820
H 6.32320 7.54459 -2.03431
H 4.43142 8.06377 0.21034
H 5.53856 10.04685 -1.84248
H 4.45933 10.41509 -0.54344
H 3.92389 9.35804 -1.93368
H 6.96256 7.99950 0.09837
H 6.79644 9.60294 -0.23461
C -6.81324 -1.70920 4.88992
O -7.39576 -0.85450 3.89435
C -8.75539 -1.13194 3.71309
C -9.20842 -0.26683 2.51187
C -9.28479 1.25976 2.89624
N -10.54949 -0.67227 2.14922
H -6.94390 -1.18332 5.83569
H -5.77676 -1.74454 4.55443
H -7.18532 -2.73101 4.96448
H -8.96147 -2.19305 3.57281
H -9.36870 -0.80883 4.55424
H -8.53363 -0.38505 1.66407
H -10.20148 1.39790 3.46957
H -9.10493 1.97232 2.09125
H -8.52932 1.58312 3.61234
H -10.51194 -1.48957 1.55702
H -11.12264 0.04250 1.72413
C -1.44229 -5.15502 -10.37898
O -1.64974 -4.21258 -9.38962
C -1.55398 -4.77731 -8.00322
C -1.57563 -3.73710 -6.82677
C -0.28652 -2.85147 -6.90400
N -1.74424 -4.49498 -5.60071
H -1.60914 -4.74854 -11.37649
H -2.20629 -5.92839 -10.29961
H -0.42002 -5.53260 -10.40136
H -2.41437 -5.44489 -7.95653
H -0.68428 -5.43356 -7.97079
H -2.44046 -3.07478 -6.86555
H -0.00983 -2.38346 -5.95927
H -0.57083 -1.98104 -7.49530
H 0.61334 -3.33801 -7.28032
H -0.90236 -4.57247 -5.04813
H -2.23721 -3.89474 -4.95510
C 4.85462 -4.88845 0.87754
O 5.96922 -4.94138 -0.03867
C 5.56531 -5.73198 -1.22933
C 4.71284 -4.86571 -2.35939
C 4.60150 -5.59290 -3.71391
N 5.47207 -3.66913 -2.65375
H 3.85635 -4.82022 0.44522
H 4.99404 -3.98808 1.47587
H 4.86375 -5.70020 1.60491
H 6.51906 -5.98730 -1.69114
H 5.19032 -6.70745 -0.91959
H 3.81296 -4.48259 -1.87822
H 4.28752 -6.61603 -3.50719
H 5.56057 -5.52801 -4.22778
H 3.92686 -5.05130 -4.37695
H 5.95944 -3.49081 -1.78728
H 6.16803 -3.86734 -3.35835
*
```

LUMO energy, eV: 0.3
Kohn-Sham gap, eV: 9.182
Structure (SMILES): COC[C@H](C)N.COC[C@H](C)N.COC[C@H](C)N.COC[C@H](C)N.COC[C@H](C)N.COC[C@H](C)N.COC[C@H](C)N.COC[C@H](C)N

Mulliken population analysis, charges in e, atoms 1 to 5:
1 C -0.705
2 O -0.340
3 C -0.675
4 C 0.735
5 C -1.504

--- ii ---
Below is a cluster of 8 separate species, C32H88N8O8 in total, with properties calculated with the ωB97M-V functional and the def2-TZVPD basis.

Geometry as ORCA input:
```
! wB97M-V def2-TZVPD RIJCOSX def2/J DEFGRID3
* xyz 0 1
C 2.21944 -12.47641 8.46989
O 3.56476 -12.73470 8.78010
C 4.12730 -13.92036 8.27568
C 5.64040 -13.76362 8.17680
C 5.99179 -12.54388 7.34992
N 6.25954 -15.02254 7.70344
H 1.50870 -13.02608 9.09725
H 2.05772 -12.70700 7.40955
H 2.08379 -11.41268 8.66754
H 3.81427 -14.80754 8.83404
H 3.81026 -13.96177 7.21784
H 6.10190 -13.60099 9.14787
H 5.74644 -11.58849 7.81240
H 5.61478 -12.59427 6.32283
H 7.07459 -12.48312 7.17702
H 5.62671 -15.44438 7.02381
H 7.07461 -14.75056 7.14706
C 3.12789 -7.93893 7.80423
O 3.53254 -7.26930 8.97142
C 4.40967 -6.19477 8.69905
C 4.88508 -5.58562 10.01326
C 3.77350 -4.79307 10.68322
N 6.05764 -4.71640 9.79319
H 2.36918 -8.66083 8.09611
H 3.91083 -8.50912 7.27964
H 2.75658 -7.21229 7.07164
H 5.30549 -6.61792 8.21224
H 3.98474 -5.45457 8.00785
H 5.19241 -6.42871 10.63231
H 3.12040 -4.31775 9.95353
H 4.17747 -4.12566 11.44485
H 3.13957 -5.45081 11.28949
H 6.83145 -5.26711 9.43169
H 5.81840 -4.10214 9.01643
C 13.63435 -15.31323 5.84029
O 12.51528 -14.70476 6.46675
C 11.29565 -15.19306 6.00529
C 10.18422 -14.19308 6.32304
C 10.24201 -13.63704 7.73038
N 8.84134 -14.81528 6.14287
H 14.53164 -14.96561 6.34102
H 13.65052 -15.00815 4.78760
H 13.54830 -16.40183 5.89659
H 11.32196 -15.27695 4.90117
H 11.00342 -16.20920 6.31532
H 10.21424 -13.40617 5.56793
H 10.11980 -14.40976 8.49206
H 9.48664 -12.87344 7.91385
H 11.21727 -13.16600 7.86793
H 8.77703 -15.62618 6.75330
H 8.78256 -15.14611 5.18420
C 4.12619 -11.53990 4.27303
O 3.42027 -11.58117 3.05974
C 3.24085 -10.35419 2.40965
C 2.55846 -10.58180 1.10032
C 2.57710 -9.34721 0.23360
N 1.15119 -10.97063 1.36474
H 4.89721 -10.75727 4.28584
H 4.69721 -12.46838 4.31865
H 3.49205 -11.42025 5.15483
H 2.69307 -9.63304 3.04642
H 4.18075 -9.78153 2.30292
H 3.07134 -11.41074 0.59729
H 3.59448 -9.00070 0.02886
H 2.00044 -8.52646 0.65987
H 2.16598 -9.53951 -0.76151
H 1.16596 -11.70124 2.07073
H 0.79630 -11.41880 0.52589
C 0.73109 -10.07803 5.79385
O 0.27454 -9.05049 6.62707
C -0.54437 -9.48470 7.69533
C -1.19154 -8.29486 8.37948
C -2.35403 -7.67841 7.62622
N -0.16853 -7.24409 8.68365
H -0.05005 -10.83747 5.64343
H 1.49934 -10.67919 6.30960
H 1.12952 -9.63203 4.89027
H -1.36168 -10.06532 7.22703
H -0.00036 -10.16423 8.36265
H -1.56886 -8.66303 9.33821
H -2.06792 -7.28094 6.65180
H -2.80373 -6.88882 8.22256
H -3.09618 -8.46382 7.45062
H 0.45191 -7.26380 7.87468
H 0.43595 -7.65128 9.39769
C 1.47593 -8.93052 11.16653
O 0.28925 -8.39563 11.66422
C 0.46665 -7.11966 12.24420
C -0.88437 -6.51107 12.46540
C -0.87156 -5.09064 12.96036
N -1.66168 -7.36153 13.43384
H 1.36295 -10.00105 10.97469
H 2.32281 -8.86605 11.86342
H 1.79339 -8.46938 10.22534
H 1.09515 -7.19799 13.13958
H 0.98778 -6.45101 11.53724
H -1.43379 -6.58141 11.51824
H -0.37868 -5.04552 13.93647
H -1.84544 -4.62551 13.07675
H -0.23592 -4.51042 12.28243
H -2.64375 -7.14560 13.28982
H -1.57309 -8.31702 13.09605
C 1.47576 -20.09485 10.09838
O 2.17934 -19.82426 8.92068
C 3.30391 -19.00255 9.10624
C 3.85189 -18.62364 7.75704
C 2.80213 -18.01119 6.83642
N 4.32967 -19.88525 7.10363
H 1.23815 -19.17900 10.65648
H 2.04941 -20.72705 10.79212
H 0.56365 -20.62420 9.83536
H 2.95344 -18.05893 9.56544
H 4.04379 -19.43976 9.78244
H 4.74516 -18.00418 7.82776
H 1.94540 -18.66069 6.68351
H 3.23954 -17.60884 5.92257
H 2.35515 -17.10420 7.28347
H 4.47651 -19.70413 6.11405
H 3.54668 -20.53471 7.07968
C 5.45772 -9.14117 11.38014
O 5.66020 -10.51638 11.16812
C 6.02686 -11.19828 12.34133
C 6.31425 -12.64703 12.03921
C 7.61859 -12.87903 11.27155
N 5.12617 -13.25965 11.45402
H 6.38964 -8.55769 11.33190
H 4.98790 -8.94420 12.34868
H 4.83688 -8.76559 10.56431
H 6.90628 -10.71996 12.79883
H 5.23766 -11.14437 13.10667
H 6.47282 -13.12340 13.01542
H 7.79130 -12.19472 10.43877
H 7.58535 -13.88963 10.84707
H 8.49384 -12.88440 11.92301
H 4.61552 -12.59583 10.87703
H 5.34088 -13.98266 10.78176
*
```

LUMO energy, eV: 0.5
Kohn-Sham gap, eV: 9.262
Structure (SMILES): COC[C@H](C)N.COC[C@H](C)N.COC[C@H](C)N.COC[C@H](C)N.COC[C@H](C)N.COC[C@H](C)N.COC[C@H](C)N.COC[C@H](C)N

Mulliken population analysis, charges in e, atoms 1 to 5:
1 C -0.435
2 O 0.133
3 C -0.951
4 C 2.616
5 C -1.159

--- iii ---
Below is a cluster of 8 separate species, C32H88N8O8 in total, with properties calculated with the ωB97M-V functional and the def2-TZVPD basis.

Geometry as ORCA input:
```
! wB97M-V def2-TZVPD RIJCOSX def2/J DEFGRID3
* xyz 0 1
C 13.96076 -23.48916 -24.27754
O 14.17848 -22.19838 -24.77648
C 14.27598 -22.15970 -26.19016
C 14.66977 -20.74343 -26.56369
C 13.48052 -19.81828 -26.44682
N 15.12690 -20.73551 -27.96874
H 14.69260 -24.19242 -24.69506
H 12.95797 -23.85022 -24.54785
H 14.02469 -23.45571 -23.19288
H 15.02859 -22.90257 -26.49709
H 13.32741 -22.44146 -26.66767
H 15.49708 -20.47082 -25.89569
H 12.73480 -20.12760 -27.18527
H 13.72802 -18.78544 -26.70570
H 12.98511 -19.86592 -25.47968
H 15.26274 -19.76455 -28.23868
H 16.05476 -21.14458 -28.03063
C 12.42648 -9.82348 -21.79991
O 13.43664 -10.65964 -22.31219
C 13.24095 -12.00998 -21.98474
C 13.95805 -12.44107 -20.72918
C 15.46667 -12.48796 -20.94322
N 13.41345 -13.76487 -20.37981
H 12.40428 -9.86798 -20.70526
H 11.44673 -10.07551 -22.21964
H 12.66100 -8.80225 -22.09846
H 12.17173 -12.25990 -21.87787
H 13.56131 -12.63381 -22.83101
H 13.76159 -11.71151 -19.93746
H 15.88289 -11.48589 -21.08512
H 15.74699 -13.10098 -21.80293
H 15.94008 -12.91588 -20.05542
H 14.03804 -14.20180 -19.70732
H 13.58138 -14.37301 -21.18659
C 17.60219 -22.12403 -22.81082
O 18.94306 -21.82989 -23.11083
C 19.83867 -22.34856 -22.15519
C 21.24365 -21.96045 -22.53177
C 21.66345 -22.57546 -23.86346
N 22.10590 -22.42259 -21.42672
H 17.35062 -21.78467 -21.79302
H 17.41445 -23.20484 -22.84036
H 16.94146 -21.60515 -23.50149
H 19.60525 -21.94906 -21.15709
H 19.74851 -23.44705 -22.11043
H 21.33035 -20.87346 -22.58455
H 21.13175 -22.12468 -24.70536
H 21.46491 -23.64670 -23.85156
H 22.72044 -22.35609 -24.01905
H 23.05866 -22.55961 -21.74204
H 21.78317 -23.34258 -21.13765
C 13.21798 -18.58288 -19.13474
O 14.15222 -18.56190 -18.06941
C 14.41846 -17.26188 -17.55339
C 14.94793 -16.28262 -18.58180
C 16.21487 -16.79390 -19.22666
N 15.20898 -14.97322 -17.99238
H 13.66963 -18.23193 -20.06755
H 12.31580 -17.99857 -18.90745
H 12.89357 -19.61651 -19.25485
H 13.50855 -16.87647 -17.07229
H 15.17352 -17.43175 -16.78080
H 14.17028 -16.14370 -19.33973
H 16.07663 -17.76654 -19.70460
H 17.01878 -16.86851 -18.49147
H 16.52823 -16.13261 -20.04015
H 15.99346 -14.98096 -17.35237
H 14.40678 -14.60087 -17.49556
C 8.58340 -14.66255 -30.41574
O 8.90916 -15.35990 -29.23683
C 9.74889 -16.46226 -29.48034
C 10.18018 -17.04705 -28.15412
C 11.23713 -16.18830 -27.45559
N 10.67457 -18.42992 -28.24725
H 7.94386 -13.83325 -30.12100
H 8.04596 -15.31431 -31.11171
H 9.48839 -14.25401 -30.87939
H 9.22647 -17.23031 -30.07121
H 10.64070 -16.13866 -30.04291
H 9.32009 -17.06212 -27.47769
H 11.78198 -16.73432 -26.68918
H 10.76842 -15.32212 -26.98171
H 11.93681 -15.75056 -28.17814
H 11.54825 -18.40617 -28.77230
H 10.04529 -18.98854 -28.81782
C 17.06736 -14.72333 -24.33897
O 17.07352 -16.06360 -23.89299
C 18.30984 -16.69469 -24.10301
C 18.23712 -18.09504 -23.52227
C 18.03604 -18.10991 -22.02427
N 19.45869 -18.79766 -23.85823
H 17.28456 -14.68015 -25.41437
H 17.79569 -14.11780 -23.79280
H 16.06520 -14.32188 -24.19740
H 18.53083 -16.80236 -25.17836
H 19.14445 -16.14177 -23.64632
H 17.35083 -18.56156 -23.99309
H 17.15526 -17.53242 -21.73617
H 18.91679 -17.69222 -21.52993
H 17.89463 -19.12573 -21.64756
H 19.72558 -18.72081 -24.83218
H 19.42786 -19.78890 -23.64880
C 15.08780 -19.92753 -22.23725
O 14.55508 -18.64272 -22.00586
C 13.78669 -18.11098 -23.05959
C 13.31030 -16.75132 -22.58950
C 12.42115 -16.05919 -23.61931
N 14.44710 -15.89704 -22.24055
H 15.54696 -20.23970 -21.30357
H 15.87818 -19.87276 -23.00046
H 14.31616 -20.60193 -22.61994
H 14.35491 -18.04186 -24.00266
H 12.93212 -18.77529 -23.27970
H 12.67240 -16.92641 -21.71545
H 12.09978 -15.09680 -23.22070
H 11.54187 -16.67405 -23.81950
H 12.96306 -15.89858 -24.55516
H 15.11078 -16.53215 -21.79216
H 14.97096 -15.65312 -23.07804
C 9.48691 -17.76885 -20.88629
O 9.07076 -16.48909 -20.48865
C 10.14914 -15.72159 -20.03073
C 9.70082 -14.32634 -19.68920
C 9.33736 -13.55394 -20.96374
N 10.77571 -13.70354 -18.89888
H 10.12334 -18.22583 -20.11847
H 10.04277 -17.71785 -21.83348
H 8.59973 -18.37987 -21.03723
H 10.61037 -16.19200 -19.14744
H 10.94520 -15.64696 -20.79488
H 8.79378 -14.37082 -19.07748
H 8.35586 -13.83001 -21.34981
H 10.10782 -13.66965 -21.73162
H 9.28603 -12.47841 -20.75316
H 10.55457 -12.70889 -18.84571
H 11.61024 -13.69085 -19.51216
*
```

LUMO energy, eV: 0.4
Kohn-Sham gap, eV: 9.015
Structure (SMILES): COC[C@H](C)N.COC[C@H](C)N.COC[C@H](C)N.COC[C@H](C)N.COC[C@H](C)N.COC[C@H](C)N.COC[C@H](C)N.COC[C@H](C)N

Mulliken population analysis, charges in e, atoms 1 to 5:
1 C -0.911
2 O -0.037
3 C -1.171
4 C 1.481
5 C -1.548

Compare the structures above. Which one is the least stable? i is.